# 1
Entry from the OMol25 dataset: a gas-phase ion, C6H8ClN2O2S (charge +1) in a non-equilibrium geometry (ωB97M-V/def2-TZVPD).

```
20
C6H8ClN2O2S ωB97M-V/def2-TZVPD
C 0.78989 1.54513 0.83531
N 0.01908 0.51170 0.14628
C -1.27885 0.79805 -0.18812
C -2.25093 -0.12384 -0.46147
C -1.75632 -1.39459 -0.76846
C -0.40732 -1.67858 -0.61345
C 0.49038 -0.66304 -0.19261
N 1.75946 -1.04391 -0.13142
S 3.03843 -0.40001 0.34805
O 3.03968 0.15346 1.66284
O 4.11704 -1.53321 0.34846
Cl 3.77563 0.69346 -1.19737
H 1.15899 2.09916 0.06415
H 0.05162 2.18275 1.53818
H 1.52443 1.02556 1.51328
H -1.47842 1.88022 -0.09285
H -3.41540 0.14311 -0.72836
H -2.56864 -2.16518 -0.81716
H 0.14455 -2.58747 -0.95044
H 4.35746 -2.10666 -0.42715
```

Results
E_LUMO, eV: -4.24
SMILES: Cn1ccccc1=[N+]=[S@@](=O)(O)Cl
Net charge: +1
M, u: 207.7
Frontier orbital gap, eV: 9.05
DFT total energy, Eh: -1351.452152
2S+1: 1

These are the natural (NBO) partial charges, in e, on atoms 1 to 5: -0.46 -0.30 0.07 -0.25 -0.12

# 2
Entry from the OMol25 dataset: a gas-phase ion, C5H6N (charge +1) in a non-equilibrium geometry (ωB97M-V/def2-TZVPD).

```
12
C5H6N ωB97M-V/def2-TZVPD
C -1.84283 0.28478 0.02465
C -1.41235 -1.01432 0.03846
C 0.82333 -0.63717 -0.00267
C -0.76045 1.17204 -0.21504
C -0.27817 -1.58290 -0.13361
N 0.41839 0.67301 0.05354
H -2.64802 0.69254 0.53173
H 1.41452 -0.81842 0.88824
H 1.39015 -0.78656 -0.95231
H -0.81521 2.20929 -0.22262
H -0.02982 -2.59633 -0.17180
H 1.09594 1.41908 0.23833
```

Results
E_LUMO (alpha / beta), eV: -4.95 / -6.87
Net charge: +1
M, u: 80.1
Frontier orbital gap (alpha / beta), eV: 7.96 / 9.13
DFT total energy, Eh: -248.442614
2S+1: 3

These are the natural (NBO) partial charges, in e, on atoms 1 to 5: -0.23 0.17 -0.29 0.18 -0.17

# 3
Entry from the OMol25 dataset: a gas-phase ion, C8H16BrO2Si (charge -1) in a non-equilibrium geometry (ωB97M-V/def2-TZVPD).

```
28
C8H16BrO2Si ωB97M-V/def2-TZVPD
C -0.94052 -0.29548 1.54906
C -3.49936 -0.15426 -1.77401
C 2.47415 1.27904 -0.55731
C 2.35549 0.19432 2.29853
C 2.03122 -1.60999 -0.51545
C -2.71119 0.15147 -0.56296
C -1.20448 -0.06039 -0.79386
C -0.42685 0.45892 0.41515
O -0.01683 -1.20390 1.72285
O -1.85227 -0.13729 2.40207
Si 1.41238 -0.08338 0.49528
Br -0.69860 2.49935 0.74024
H -4.55236 0.03876 -1.83559
H -3.53506 -1.22727 -2.07057
H -3.23262 0.40316 -2.68271
H 2.57176 1.06800 -1.64144
H 2.10410 2.43352 -0.63424
H 3.33372 1.27627 -0.00528
H 2.80723 1.17285 2.51506
H 1.53507 0.17606 3.00751
H 3.16125 -0.61719 2.45974
H 1.66940 -2.53681 0.01195
H 1.78535 -1.48769 -1.62123
H 3.13284 -1.60618 -0.51909
H -2.79942 1.11395 -0.23565
H -3.06045 -0.49489 0.23962
H -0.99809 -1.12099 -0.64682
H -0.84587 0.37007 -1.76084
```

Results
E_LUMO, eV: 3.27
Net charge: -1
M, u: 252.2
Frontier orbital gap, eV: 8.21
DFT total energy, Eh: -3328.457432
2S+1: 1

These are the natural (NBO) partial charges, in e, on atoms 1 to 5: 0.68 -0.60 -1.12 -1.06 -1.12

# 4
Entry from the OMol25 dataset: C6H7B in the gas phase in a non-equilibrium geometry (ωB97M-V/def2-TZVPD).

```
14
C6H7B ωB97M-V/def2-TZVPD
C -3.30704 0.65979 -0.92459
C -2.12854 0.59184 -0.72575
C -0.71161 0.49912 -0.44942
B -0.32780 -0.14563 0.93770
C 1.16384 -0.50956 1.26957
C 2.14568 -0.51477 0.01437
C 2.82659 -0.60669 -0.96379
H -4.33551 0.73968 -1.10654
H -0.30389 1.51708 -0.44861
H -0.21437 -0.00795 -1.28176
H -1.13881 -0.31705 1.76593
H 1.58195 0.21952 1.96623
H 1.27254 -1.48957 1.73249
H 3.47698 -0.63580 -1.78582
```

Results
E_LUMO, eV: 0.51
SMILES: C#CCBCC#C
M, u: 89.9
Frontier orbital gap, eV: 10.20
DFT total energy, Eh: -257.520454
2S+1: 1

These are the natural (NBO) partial charges, in e, on atoms 1 to 5: -0.26 0.01 -0.86 0.72 -0.83

# 5
Entry from the OMol25 dataset: a molecular structure, C13H25ErF3NO4P2 in a non-equilibrium geometry (ωB97M-V/def2-TZVPD).

```
49
C13H25ErF3NO4P2 ωB97M-V/def2-TZVPD
C 2.99776 -0.51572 -2.09794
C 1.97452 -0.75384 -1.15101
N 0.65491 -0.44239 -1.46594
C 0.36199 -0.16470 -2.76037
C 1.33153 -0.10281 -3.75207
C 2.67704 -0.25133 -3.41080
C 2.36750 -1.31267 0.08263
P 1.37752 -1.89596 1.37255
Er -0.91471 -0.09733 0.43787
P -2.08480 0.81098 -1.81855
C -1.09170 0.00255 -3.13554
O 5.00594 2.18226 0.68731
O 1.65664 3.49436 4.00909
H 4.03009 -0.60379 -1.74468
H 1.01681 0.04165 -4.78477
H 3.45747 -0.16266 -4.16635
C 1.59768 -3.65812 1.56336
C 1.88708 -1.09874 2.90658
H -1.17889 0.61501 -4.04184
H -1.55506 -0.97413 -3.35445
H 5.44937 2.35406 1.52463
H 3.42109 -1.13611 0.32805
C -3.77294 0.25705 -2.23593
C -2.05406 2.53313 -2.41668
H -1.38741 1.83405 0.39934
H 0.85832 2.98160 3.81822
H 1.49815 4.32678 3.55660
H 4.41342 2.94486 0.56441
H -0.06949 -1.82846 1.23771
H -1.67326 1.65297 1.12444
H 2.61029 -3.86779 1.93392
H 0.85083 -4.04310 2.26891
H 1.45431 -4.13502 0.58550
H 2.89134 -1.48231 3.12879
H 1.94442 -0.00769 2.79748
H 1.20977 -1.34345 3.73409
H -2.60639 2.60484 -3.36661
H -2.52320 3.16794 -1.65263
H -1.01343 2.85461 -2.56599
H -4.16626 0.88786 -3.05042
H -3.75320 -0.79881 -2.54847
H -4.39987 0.35594 -1.33522
F -4.95229 -1.71636 2.73178
C -4.03743 -0.79354 3.08638
F -4.64842 0.42130 3.05536
F -3.69199 -1.02749 4.36933
C -2.79962 -0.76055 2.11393
O -2.91885 -1.06756 0.87610
O -1.70255 -0.28138 2.56190
```

Results
E_LUMO (alpha / beta), eV: 0.11 / 0.10
M, u: 545.5
Frontier orbital gap (alpha / beta), eV: 3.81 / 4.65
DFT total energy, Eh: -2863.265200
2S+1: 4

These are the natural (NBO) partial charges, in e, on atoms 1 to 5: -0.27 0.26 -0.64 0.25 -0.34

# 6
Entry from the OMol25 dataset: 9 unconnected molecules or ions with the total composition BH22NO7 in a non-equilibrium geometry (ωB97M-V/def2-TZVPD).

```
31
BH22NO7 ωB97M-V/def2-TZVPD
N 0.95552 2.11242 -3.31474
H 1.25052 1.44442 -3.99374
H 1.59652 2.22142 -2.68274
H -0.01248 1.74242 -2.87474
H 0.67752 2.88042 -3.87074
B -0.30248 -0.22458 0.25326
H 0.79452 -0.02458 1.07126
H -1.44748 -0.09858 0.94926
H -0.41448 0.59342 -0.67274
H -0.22948 -1.30658 -0.44074
O 2.93552 -2.51358 -1.01874
H 2.05552 -2.23858 -0.56474
H 2.92352 -2.54558 -1.98374
O -1.04048 -3.78958 1.65726
H -0.77448 -2.99558 1.28926
H -1.50848 -3.28758 2.44326
O -3.92748 -1.97858 1.03326
H -3.85648 -2.24258 1.97926
H -3.06848 -1.66358 0.72626
O 2.17252 -0.09358 3.90126
H 3.10852 0.13542 3.86926
H 1.85052 0.16842 3.09726
O -2.69348 -0.65558 -2.14874
H -2.24348 -0.59858 -1.23174
H -3.54948 -0.05358 -2.05674
O -0.54548 3.10142 1.80226
H -0.48848 2.26642 1.22126
H -1.13148 3.83542 1.40126
O 2.66252 1.96642 -0.21174
H 2.14052 1.18142 0.07226
H 2.11052 2.66142 0.29926
```

Results
E_LUMO, eV: -1.67
M, u: 159.0
Frontier orbital gap, eV: 8.00
DFT total energy, Eh: -619.264374
2S+1: 1

These are the natural (NBO) partial charges, in e, on atoms 1 to 5: -0.83 0.44 0.45 0.50 0.43

Values for ΔE to the lowest compared entry with this formula, charge and spin, kJ/mol, ordered as above
231.33; 43.46; 0.00; 90.12; 160.80; 30.17